Model one:
A cluster of 10 separate species, C10H40O10 in total, computed with ωB97M-V with the def2-TZVPD basis set.

Values from the calculation:
SMILES   CCO.CCO.CCO.CCO.CCO.O.O.O.O.O
Highest occupied orbital energy   -0.357 Ha
Molecular weight   320.420 g mol⁻¹

```
! RIJCOSX wB97M-V def2-TZVPD def2/J DEFGRID3
* xyz 0 1
O -4.49 0.81 -0.34
O -0.16 -0.97 2.67
O 0.84 -1.69 -1.10
O -0.83 1.77 2.64
O 1.94 2.22 2.80
O 1.00 2.74 -2.74
O 0.07 0.83 -0.36
O -4.21 -3.81 -0.69
O 2.27 -1.34 1.45
O 0.54 -1.61 -3.84
C -1.75 -1.14 -3.66
C 4.47 -2.05 1.60
C 3.58 -0.81 1.73
C -0.52 -0.95 -4.55
C 2.31 3.59 2.55
C -2.82 2.01 -1.53
C -2.89 -3.30 -0.48
C 3.79 3.66 2.81
C -3.11 1.18 -0.27
C -2.84 -2.27 0.66
H 4.11 -2.83 2.27
H 4.21 4.66 2.66
H -0.35 -1.40 3.52
H -2.76 -2.67 1.68
H -0.25 0.77 0.55
H -0.97 2.04 3.55
H 2.10 3.68 1.48
H 2.02 -1.20 0.52
H 0.28 -0.08 -0.62
H -3.23 1.58 -2.45
H -0.85 0.80 2.66
H -0.25 0.12 -4.54
H 1.73 4.26 3.19
H 0.88 2.34 -1.86
H 1.89 3.10 -2.72
H -0.68 -1.21 -5.59
H -1.49 -0.83 -2.64
H 3.44 -0.50 2.76
H 5.50 -1.81 1.91
H 0.61 -1.65 -2.05
H -1.77 1.99 -1.81
H 1.36 -2.50 -1.00
H -1.98 -1.60 0.59
H -2.29 -4.09 -0.01
H -2.53 -0.42 -3.90
H 3.88 0.01 1.08
H -2.01 -2.19 -3.61
H 1.35 -1.58 -4.37
H -3.72 -1.61 0.67
H -5.04 1.58 -0.19
H 1.07 2.07 2.40
H -4.18 -4.63 -0.18
H -2.44 -2.91 -1.38
H -2.78 1.65 0.66
H 4.05 3.36 3.83
H 4.55 -2.44 0.59
H 0.81 -0.99 2.60
H 4.35 2.97 2.18
H -3.25 3.01 -1.41
H -2.56 0.25 -0.39
*
```

Atom charges from the Mulliken analysis, given in e for atoms 1 to 5: -0.537, -0.540, -0.678, -0.648, -0.453

=====

Model two:
A cluster of 10 separate species, C10H40O10 in total, computed with ωB97M-V with the def2-TZVPD basis set.

Values from the calculation:
SMILES   CO.CO.CO.CO.CO.CO.CO.CO.CO.CO
Highest occupied orbital energy   -0.365 Ha
Molecular weight   320.420 g mol⁻¹

```
! RIJCOSX wB97M-V def2-TZVPD def2/J DEFGRID3
* xyz 0 1
O -1.77 -1.21 5.83
O 3.31 5.06 -3.74
O 4.98 -3.95 -1.53
O 2.37 -2.17 5.79
O 0.16 1.34 -5.17
O -4.51 4.06 -0.54
O -3.19 -5.16 1.40
O -2.72 2.96 6.15
O 0.88 -2.72 -6.43
O -0.74 1.69 -0.48
C 4.37 -3.70 -0.25
C 1.01 -3.69 -5.39
C -2.17 3.71 5.17
C -2.12 -1.82 7.04
C 2.83 -1.26 4.78
C -2.30 -4.44 2.31
C 0.19 0.73 -0.01
C -0.52 1.74 -6.38
C -4.95 3.90 -1.87
C 3.66 5.90 -4.88
H -5.36 2.91 -2.06
H -0.12 2.70 -6.70
H -3.20 -1.75 7.13
H 3.63 -2.91 -0.45
H 5.00 -3.53 0.62
H 0.00 0.32 0.98
H 0.05 -0.05 -0.75
H -1.82 -2.87 7.12
H -4.15 4.02 -2.60
H -3.64 3.66 -0.48
H 2.50 4.57 -3.89
H 2.57 -3.09 5.57
H 0.65 0.56 -5.46
H 3.73 -4.55 0.00
H 0.17 -4.39 -5.37
H 1.96 -4.18 -5.59
H 1.04 -3.17 -4.43
H 4.30 6.77 -4.73
H -1.34 3.28 4.62
H 3.90 -1.12 4.72
H -5.74 4.59 -2.17
H -1.57 1.75 -6.11
H -2.91 -3.59 2.63
H -1.38 -4.03 1.89
H -1.71 -1.24 7.86
H 2.79 6.43 -5.25
H -2.88 4.00 4.39
H 2.50 -0.29 5.14
H 4.07 5.31 -5.70
H -2.63 2.08 5.80
H -2.67 -5.85 0.99
H -0.81 -1.17 5.78
H 1.18 1.09 -0.27
H 2.46 -1.54 3.79
H -2.11 -5.15 3.11
H -1.86 4.64 5.64
H 0.54 -3.12 -7.24
H -0.53 1.75 -1.41
H -0.41 1.03 -7.21
H 4.99 -4.90 -1.70
*
```

Atom charges from the Mulliken analysis, given in e for atoms 1 to 5: -0.477, -0.491, -0.505, -0.511, -0.478

=====

Stability summary - winner: model one; margin: 125.8 kcal/mol.

=====

Model one:
An isolated molecule of C7H9ClN2O2, computed with ωB97M-V with the def2-TZVPD basis set.

Values from the calculation:
SMILES   C[C@]1(N)CC=CC(Cl)=C1[N+](=O)[O-]
Highest occupied orbital energy   -0.344 Ha
Molecular weight   188.614 g mol⁻¹

```
! RIJCOSX wB97M-V def2-TZVPD def2/J DEFGRID3
* xyz 0 1
Cl 3.70 1.53 -1.28
O 1.69 3.00 -2.33
O -0.16 3.19 -1.19
N 0.86 2.58 -1.56
N -1.49 0.87 -1.05
C 1.12 1.34 -0.96
C -0.21 0.68 -0.32
C -0.37 1.27 1.07
C 0.10 -0.89 -0.37
C 2.34 0.74 -0.77
C 1.48 -1.31 0.06
C 2.56 -0.54 -0.19
H 3.56 -0.76 0.15
H -0.73 -1.30 0.14
H -1.32 1.08 1.56
H 0.49 0.98 1.82
H -0.15 -1.01 -1.48
H -1.59 1.74 -1.51
H -1.43 0.18 -1.83
H 1.50 -2.20 0.55
H -0.34 2.42 0.98
*
```

Atom charges from the Mulliken analysis, given in e for atoms 1 to 5: -0.167, -0.631, -0.632, 0.968, -0.725

=====

Model two:
An isolated molecule of C7H9ClN2O2, computed with ωB97M-V with the def2-TZVPD basis set.

Values from the calculation:
SMILES   CN[C@@]1([N+](=O)[O-])C=C(Cl)C=CC1
Highest occupied orbital energy   -0.334 Ha
Molecular weight   188.614 g mol⁻¹

```
! RIJCOSX wB97M-V def2-TZVPD def2/J DEFGRID3
* xyz 0 1
Cl 2.02 -3.35 0.93
O -0.76 0.75 -2.48
O -0.85 -1.31 -1.95
N -0.53 -0.18 -1.79
N 0.83 1.45 -0.55
C 0.99 -2.03 0.45
C 0.00 2.59 -0.13
C 1.37 -1.04 -0.32
C -0.64 0.12 0.83
C -1.09 -1.24 1.17
C 0.18 0.20 -0.44
C -0.28 -2.30 0.98
H -0.69 -3.28 1.28
H 2.31 -0.67 -0.55
H 0.13 0.52 1.68
H -2.01 -1.33 1.62
H 1.22 1.66 -1.39
H -0.08 2.82 0.92
H -1.43 0.76 0.87
H 0.26 3.41 -0.68
H -0.96 2.43 -0.47
*
```

Atom charges from the Mulliken analysis, given in e for atoms 1 to 5: -0.224, -0.650, -0.630, 1.111, -0.355

=====

Stability summary - winner: model one; margin: 18.6 kcal/mol.

=====

Model one:
A structure of composition C28H44BrNOP2Tc, computed with ωB97M-V with the def2-TZVPD basis set.

Values from the calculation:
Highest occupied orbital energy (alpha / beta)   -0.705 / -0.698 Ha
Molecular weight   650.518 g mol⁻¹

```
! RIJCOSX wB97M-V def2-TZVPD def2/J DEFGRID3
* xyz 4 4
Tc 0.22 -0.13 -0.09
Br -2.03 -1.14 -0.04
P -2.56 -3.35 -4.17
P 2.05 -0.98 -0.98
O 0.30 0.15 1.78
N -1.04 7.75 -8.39
C 2.42 -2.62 -0.24
C 0.14 0.19 3.04
C 0.54 2.25 -1.51
C -0.79 5.85 -6.39
C -0.73 -3.49 -4.05
C -3.08 -3.23 -2.42
C 1.80 -1.18 -2.80
C 0.49 3.17 -2.54
C -4.52 -3.72 -2.19
C 1.33 0.31 3.91
C -1.51 2.07 -3.43
C 3.30 -3.52 -1.11
C -2.81 -1.66 -4.86
C -3.07 -1.72 -6.37
C 4.82 -0.50 -0.70
C 2.81 -0.47 -3.70
C -0.43 1.22 -1.47
C -1.22 6.46 -8.70
C -0.75 8.15 -7.15
C -0.53 3.08 -3.49
C -0.27 -4.93 -4.29
C 3.45 0.17 -0.68
C -0.57 4.02 -4.50
C -1.10 5.46 -7.71
C -1.23 0.15 3.63
C -0.61 7.22 -6.11
C -0.65 4.87 -5.37
C -1.46 1.14 -2.40
H 4.90 -1.25 0.10
H -1.75 -0.77 3.37
H 1.22 3.98 -2.63
H 1.32 2.34 -0.74
H -2.13 -1.89 -6.92
H 5.59 0.25 -0.51
H -0.61 9.22 -6.95
H -3.68 -1.21 -4.34
H 0.79 -4.95 -4.54
H -0.30 -2.81 -4.81
H 2.53 -0.66 -4.75
H -1.26 4.41 -7.96
H -3.77 -2.53 -6.61
H -5.22 -2.97 -2.58
H 4.25 -3.04 -1.36
H -3.50 -0.78 -6.73
H 3.39 0.99 -1.41
H -0.43 -3.11 -3.07
H -0.38 7.55 -5.10
H 3.26 0.62 0.30
H 5.05 -0.97 -1.66
H -4.69 -3.84 -1.11
H -1.84 0.98 3.27
H 1.45 -3.09 -0.02
H -0.42 -5.54 -3.38
H 0.79 -0.80 -2.99
H 2.79 0.61 -3.55
H 1.99 -0.56 3.80
H -2.21 0.37 -2.30
H 2.90 -2.44 0.73
H -4.68 -4.69 -2.69
H 1.92 1.19 3.65
H -2.28 2.05 -4.20
H 1.77 -2.26 -3.02
H -1.94 -1.04 -4.63
H -1.15 0.23 4.71
H -2.35 -3.75 -1.78
H 1.02 0.39 4.95
H 2.80 -3.82 -2.04
H 3.53 -4.44 -0.56
H -1.46 6.18 -9.73
H -0.84 -5.38 -5.11
H -2.97 -2.16 -2.19
H 3.83 -0.84 -3.56
*
```

Atom charges from the Mulliken analysis, given in e for atoms 1 to 5: 0.023, -0.172, 0.297, 1.136, -0.787

=====

Model two:
A structure of composition C28H44BrNOP2Tc, computed with ωB97M-V with the def2-TZVPD basis set.

Values from the calculation:
Highest occupied orbital energy (alpha / beta)   -0.701 / -0.695 Ha
Molecular weight   650.518 g mol⁻¹

```
! RIJCOSX wB97M-V def2-TZVPD def2/J DEFGRID3
* xyz 4 4
Tc 0.17 0.60 0.29
Br 0.09 3.59 -2.21
P -1.37 -0.16 1.74
P -2.20 -0.81 -3.09
O -1.27 2.44 0.53
N 8.54 -2.53 -0.60
C 2.10 1.69 -1.85
C -1.58 3.51 1.13
C 0.10 -2.08 -3.74
C 2.57 0.32 0.12
C -3.22 -0.09 1.65
C -4.08 -1.27 2.15
C 0.10 -2.51 2.50
C 7.52 -3.19 -1.13
C 1.28 2.57 -1.14
C -0.70 0.54 3.26
C -1.72 4.88 0.51
C 2.42 0.46 -1.27
C -4.00 -2.41 -1.66
C -2.77 -1.51 -1.49
C 5.88 -1.80 0.02
C -2.89 1.57 -4.53
C 1.93 1.30 0.97
C 6.18 -2.87 -0.86
C -0.38 -0.84 -2.99
C 1.34 2.49 0.30
C 4.52 -1.34 0.33
C 8.29 -1.50 0.21
C -1.22 -0.06 4.57
C -0.93 -1.91 1.55
C 3.44 -0.76 0.54
C -1.91 3.48 2.59
C 6.99 -1.11 0.55
C -2.63 0.98 -3.12
H -3.67 1.04 -5.11
H -4.27 -2.04 1.38
H -0.15 -3.00 -3.21
H 0.40 0.53 3.22
H -5.08 -0.88 2.42
H 1.18 -2.05 -3.87
H 5.41 -3.45 -1.36
H -1.97 1.60 -5.13
H -3.51 1.12 -2.45
H -0.32 -2.69 3.49
H 2.23 1.40 2.01
H -0.99 3.24 3.14
H -1.74 1.47 -2.69
H -0.56 -1.99 0.50
H -3.52 0.79 2.24
H -4.20 -2.96 -0.73
H 6.87 -0.24 1.19
H 2.77 -0.35 -1.91
H -3.82 -3.14 -2.45
H 9.16 -0.97 0.60
H -2.37 4.88 -0.37
H -0.78 5.34 0.20
H -2.25 4.44 2.97
H -2.18 5.52 1.29
H -1.23 -1.16 4.54
H -3.20 2.61 -4.40
H -2.99 -0.69 -0.79
H -0.95 1.61 3.29
H 2.50 1.94 -2.84
H -3.52 0.16 0.63
H 0.02 0.08 -3.45
H -2.68 2.72 2.73
H 1.19 3.37 0.95
H -4.90 -1.85 -1.91
H -2.23 0.32 4.81
H 1.02 -1.91 2.60
H -0.03 -0.85 -1.94
H -1.93 -2.07 -1.05
H -0.55 0.26 5.38
H 0.39 -3.48 2.09
H -1.85 -2.48 1.62
H -3.68 -1.75 3.05
H -0.37 -2.13 -4.73
H 7.78 -3.99 -1.82
*
```

Atom charges from the Mulliken analysis, given in e for atoms 1 to 5: -0.001, 0.044, 1.381, 0.331, 0.224

=====

Stability summary - winner: model one; margin: 106.8 kcal/mol.

=====

Model one:
An isolated molecule of C2H7N3O, computed with ωB97M-V with the def2-TZVPD basis set.

Values from the calculation:
SMILES   CN/N=C\NO
Highest occupied orbital energy   -0.314 Ha
Molecular weight   89.098 g mol⁻¹

```
! RIJCOSX wB97M-V def2-TZVPD def2/J DEFGRID3
* xyz 0 1
O 1.00 1.36 -0.15
N -0.27 -1.05 -0.23
N -1.06 -0.05 0.52
N 1.84 0.07 0.27
C -2.20 0.28 -0.24
C 1.09 -0.91 -0.17
H -1.84 0.89 -1.03
H 0.02 1.24 0.07
H -2.77 -0.69 -0.54
H -3.16 0.71 0.32
H 1.62 -2.08 -0.16
H 2.37 0.25 -0.53
H -1.14 -0.30 1.59
*
```

Atom charges from the Mulliken analysis, given in e for atoms 1 to 5: -0.510, -0.450, -0.315, -0.222, -0.611

=====

Model two:
An isolated molecule of C2H7N3O, computed with ωB97M-V with the def2-TZVPD basis set.

Values from the calculation:
SMILES   [H]/N=C(/CO)NN
Highest occupied orbital energy   -0.341 Ha
Molecular weight   89.098 g mol⁻¹

```
! RIJCOSX wB97M-V def2-TZVPD def2/J DEFGRID3
* xyz 0 1
O 0.03 1.98 -1.03
N 0.02 -1.27 0.61
N 1.53 0.23 -0.38
N -1.29 -1.52 1.06
C -0.57 0.98 -0.30
C 0.41 -0.12 -0.07
H -0.95 1.30 0.72
H -1.24 -1.54 2.15
H 0.92 1.45 -1.48
H 0.66 -2.16 0.48
H -1.33 0.53 -0.93
H 2.50 -0.21 -0.30
H -1.67 -2.41 0.83
*
```

Atom charges from the Mulliken analysis, given in e for atoms 1 to 5: -0.616, -0.087, -0.566, -0.594, -0.221

=====

Stability summary - winner: model two; margin: 77.6 kcal/mol.

=====

Model one:
The ion C5H10NO2 with charge -1, computed with ωB97M-V with the def2-TZVPD basis set.

Values from the calculation:
SMILES   NC(=O)CCCC[O-]
Highest occupied orbital energy   -0.090 Ha
Molecular weight   116.140 g mol⁻¹

```
! RIJCOSX wB97M-V def2-TZVPD def2/J DEFGRID3
* xyz -1 1
O -0.18 -2.86 0.89
O 0.45 3.21 -1.44
N 1.72 -1.72 0.58
C 0.37 -1.77 0.77
C -0.34 -0.49 0.93
C -1.32 -0.06 -0.20
C -0.95 1.14 -1.14
C 0.00 2.32 -0.58
H -1.46 -0.92 -0.87
H -0.37 0.72 -1.96
H 0.84 1.78 -0.09
H -0.95 -0.54 1.84
H -2.27 0.11 0.29
H -1.86 1.60 -1.54
H 0.35 0.34 1.06
H 2.27 -0.91 0.39
H -0.66 2.69 0.27
H 2.22 -2.59 0.53
*
```

Atom charges from the Mulliken analysis, given in e for atoms 1 to 5: -0.668, -0.853, -0.377, 0.277, -0.424

=====

Model two:
A cluster of 2 separate species, C5H10NO2 in total, computed with ωB97M-V with the def2-TZVPD basis set.

Values from the calculation:
Highest occupied orbital energy   -0.103 Ha
Molecular weight   116.140 g mol⁻¹

```
! RIJCOSX wB97M-V def2-TZVPD def2/J DEFGRID3
* xyz -1 1
O -0.69 1.52 -3.08
O -2.01 -2.51 0.14
N 0.17 -1.98 -0.56
C 0.14 -0.84 0.28
C 0.25 0.54 -0.37
C 0.66 1.48 0.78
C 0.51 0.95 2.14
C -1.02 -2.62 -0.59
H -0.67 -0.84 1.00
H -0.46 1.03 2.66
H -0.68 0.79 -0.89
H 1.07 -0.86 0.93
H 1.27 1.00 2.91
H -0.75 1.73 -4.03
H 1.61 0.94 0.95
H -1.03 -3.35 -1.42
H 0.68 2.50 0.37
H 0.96 0.51 -1.21
*
```

Atom charges from the Mulliken analysis, given in e for atoms 1 to 5: -1.004, -0.593, -0.589, -0.343, -0.395

=====

Model three:
The ion C5H10NO2 with charge -1, computed with ωB97M-V with the def2-TZVPD basis set.

Values from the calculation:
Highest occupied orbital energy   -0.130 Ha
Molecular weight   116.140 g mol⁻¹

```
! RIJCOSX wB97M-V def2-TZVPD def2/J DEFGRID3
* xyz -1 1
O -2.85 -0.77 0.65
O 2.58 -1.17 -0.62
N 1.15 0.84 -0.86
C 2.10 -0.22 -1.47
C 0.68 -0.43 1.18
C -1.26 1.01 0.12
C -2.49 0.43 0.92
C 0.04 0.33 0.00
H -0.04 -0.75 1.91
H 1.18 -1.35 0.83
H 1.43 0.28 1.69
H -0.86 -0.29 -0.43
H -1.27 2.02 0.28
H 1.45 -0.71 -2.29
H -2.30 0.54 2.01
H 0.52 1.41 -1.44
H -3.24 1.26 0.69
H 2.82 0.44 -2.00
*
```

Atom charges from the Mulliken analysis, given in e for atoms 1 to 5: -0.781, -0.818, -0.363, -0.259, -0.975

=====

Model four:
A structure of composition C5H10NO2, computed with ωB97M-V with the def2-TZVPD basis set.

Values from the calculation:
Highest occupied orbital energy   -0.156 Ha
Molecular weight   116.140 g mol⁻¹

```
! RIJCOSX wB97M-V def2-TZVPD def2/J DEFGRID3
* xyz -1 1
O -3.71 1.13 0.08
O -3.16 -0.85 -0.90
N 1.68 1.60 -0.86
C 0.23 -0.93 0.10
C -2.96 0.35 -0.54
C 1.25 1.39 0.44
C 1.60 -1.42 -0.38
C 0.34 0.29 0.97
H -0.37 -0.67 -0.79
H -1.99 0.81 -1.00
H 1.26 2.26 1.10
H 2.03 -0.60 -0.89
H 0.61 0.06 1.99
H -0.41 -1.67 0.62
H -0.70 0.69 1.11
H 1.58 -2.41 -0.89
H 0.47 1.59 -0.63
H 2.25 -1.62 0.46
*
```

Atom charges from the Mulliken analysis, given in e for atoms 1 to 5: -0.657, -0.674, -0.691, -0.103, 0.270

=====

Stability summary - winner: model one; margin: 58.1 kcal/mol.

=====

Model one:
The ion C5H10NO2 with charge -1, computed with ωB97M-V with the def2-TZVPD basis set.

Values from the calculation:
Highest occupied orbital energy   -0.118 Ha
Molecular weight   116.140 g mol⁻¹

```
! RIJCOSX wB97M-V def2-TZVPD def2/J DEFGRID3
* xyz -1 1
O -3.35 -0.87 1.51
O 1.31 0.62 0.94
N -0.27 -0.52 -0.75
C 1.95 0.44 -1.36
C 3.16 1.00 -0.76
C -1.12 -1.03 0.37
C 0.64 0.50 -0.45
C -2.60 -0.35 0.50
H 1.54 0.70 -2.48
H 3.43 2.09 -0.79
H -0.59 -0.96 1.28
H 2.24 0.88 0.61
H -3.03 -0.25 -0.53
H -2.46 0.78 0.67
H 3.96 0.28 -0.85
H 0.23 1.57 -0.58
H 1.97 -0.58 -1.67
H -1.22 -2.19 0.14
*
```

Atom charges from the Mulliken analysis, given in e for atoms 1 to 5: -0.716, -0.608, -0.321, -0.524, -0.958

=====

Model two:
The ion C5H10NO2 with charge -1, computed with ωB97M-V with the def2-TZVPD basis set.

Values from the calculation:
SMILES   C[C@@H](N)CCC(=O)[O-]
Highest occupied orbital energy   -0.148 Ha
Molecular weight   116.140 g mol⁻¹

```
! RIJCOSX wB97M-V def2-TZVPD def2/J DEFGRID3
* xyz -1 1
O 2.46 -0.06 -0.81
O 2.28 -0.04 -3.06
N -1.22 -1.41 0.75
C 0.27 0.08 -1.73
C -0.28 0.60 -0.42
C -0.24 0.37 2.09
C 1.84 -0.03 -1.89
C -0.17 -0.37 0.77
H -0.36 -0.71 -2.16
H -1.70 -1.46 -0.12
H 0.27 1.47 -0.04
H -0.49 -0.25 2.96
H 0.68 0.84 2.45
H -1.88 -1.24 1.51
H 0.82 -0.82 0.67
H -1.04 1.12 2.05
H 0.03 0.87 -2.47
H -1.29 1.03 -0.54
*
```

Atom charges from the Mulliken analysis, given in e for atoms 1 to 5: -0.688, -0.758, -0.654, -0.548, -1.056

=====

Stability summary - winner: model two; margin: 193.3 kcal/mol.